Here is C21H25N3O2 in the gas phase from the Open Molecules 2025 dataset. Energies are from ωB97M-V/def2-TZVPD.

XYZ file:
```
51
Properties=species:S:1:pos:R:3:lowdin_charge:R:1
C -0.4594 -5.3439 3.6451 -0.09
C 2.2714 4.1332 -1.0416 -0.13
H -1.3029 1.0532 -2.3241 0.12
C -0.0987 4.4335 -0.2952 -0.04
C 1.6299 5.4189 1.0369 -0.05
C 0.0738 -0.0513 -0.1115 -0.11
C 1.4425 -0.0540 -0.7998 -0.14
N 2.2046 2.6876 -1.0996 0.08
N -1.7028 -2.8898 -0.4983 0.08
C -2.0459 -5.4637 1.8496 -0.05
C -1.5998 -4.3300 -0.3613 -0.13
H 3.2819 4.4346 -0.7485 0.12
H -0.8312 -4.6462 -1.0729 0.13
H -2.4066 -2.4311 0.0579 0.14
H 2.2200 0.3167 -0.1306 0.11
O 0.1454 -2.6718 -1.7569 0.06
C -0.6646 5.6274 1.7057 -0.10
H 2.6767 5.6249 1.2116 0.11
C -1.6726 -5.7825 3.1444 -0.09
H 2.0702 4.4860 -2.0576 0.13
H -2.3322 -6.3724 3.7637 0.10
O 1.2027 2.6822 -3.1245 0.05
H 0.8554 -0.9282 -3.1823 0.12
H -0.3937 3.8753 -1.1720 0.11
H 0.5148 0.6705 -3.9008 0.12
C -0.7744 -2.1564 -1.1533 -0.47
N 1.3810 0.7100 -2.0244 -0.04
H -0.2074 0.9777 0.1311 0.12
H 2.3162 2.2146 -0.2195 0.12
H -2.0975 4.6952 0.4165 0.10
C 0.3836 -4.5891 2.8454 -0.08
C -1.0509 4.8977 0.5929 -0.08
C 0.0131 -4.2761 1.5509 -0.04
C 1.2513 4.6898 -0.0812 -0.21
C 0.6764 5.8902 1.9237 -0.09
H 1.7038 -1.0802 -1.0751 0.12
C 0.4922 0.0816 -2.9837 -0.14
H -2.9947 -5.8077 1.4624 0.11
H -1.5795 -0.4997 -3.1262 0.12
C 1.5445 2.0681 -2.1285 -0.54
H 0.1175 -0.6229 0.8189 0.12
C -1.2050 -4.7120 1.0417 -0.21
H -1.9804 -0.4705 -0.6149 0.14
H -2.5547 -4.7895 -0.6333 0.12
H 0.9821 6.4614 2.7883 0.10
C -0.9320 0.0302 -2.4261 -0.10
H -0.1696 -5.5908 4.6556 0.10
C -0.9899 -0.6497 -1.0492 -0.23
H 0.6705 -3.6955 0.9199 0.11
H 1.3330 -4.2481 3.2314 0.10
H -1.4081 5.9926 2.3991 0.10
```

Computed properties:
E_HOMO ... -8.73 eV
SMILES ... O=C(NCc1ccccc1)C1CCN(C(=O)NCc2ccccc2)CC1
Net charge ... 0
Total energy ... -30749.8760 eV
Energy above the lowest of the compared OMol25 structures with the same formula, charge and spin ... 0.437 eV
Frontier orbital gap ... 9.36 eV

---

Here is C21H25N3O3 in the gas phase from the Open Molecules 2025 dataset. Energies are from ωB97M-V/def2-TZVPD.

XYZ file:
```
52
Properties=species:S:1:pos:R:3:lowdin_charge:R:1
H 6.4943 1.5931 1.1451 0.13
C -4.6021 -0.5497 -1.3911 -0.02
C -3.7468 0.3290 -0.7146 -0.24
H -3.5185 1.4096 1.1382 0.10
C -0.7718 1.3640 0.1967 -0.12
H -2.5029 2.5984 -0.2849 0.12
H -1.1830 -1.2375 -0.2988 0.14
N -2.6151 0.8234 -1.3711 -0.11
H -1.2593 0.8441 1.0298 0.13
C -1.8414 1.8891 -0.7811 -0.14
H 3.7470 0.8108 -1.0173 0.12
C -7.6749 -0.8010 2.2708 -0.10
H -7.8597 0.2759 2.3468 0.09
C 5.6884 -0.9703 1.5046 -0.03
C 5.5887 -2.3163 -0.9089 -0.08
H -1.3335 2.4132 -1.5994 0.13
O 2.0035 -0.2990 -1.3971 0.05
C 5.7610 -0.2511 0.3174 -0.24
C 2.1210 1.7106 -0.1179 -0.08
N 3.5341 1.5171 -0.3196 0.07
C -1.7417 -0.1076 -2.0563 -0.13
H 6.1629 1.6483 -0.6028 0.12
H -6.9357 -1.0959 3.0235 0.09
C -5.7508 -1.0252 -0.8039 0.00
H 5.5131 -2.8953 2.4150 0.10
H 0.0172 -1.3179 -1.6198 0.12
H 1.9366 1.7967 0.9579 0.13
C 1.3895 0.5170 -0.7294 -0.42
C -5.2881 0.2576 1.1579 -0.02
C 5.5172 -3.0242 0.2779 -0.09
O 4.1474 2.4107 1.6574 0.06
O -7.2694 -1.1667 0.9761 -0.09
H -1.2408 0.4264 -2.8707 0.13
H 1.7896 2.6349 -0.6099 0.14
C 5.7079 -0.9377 -0.8891 -0.05
H -5.5292 0.5987 2.1526 0.10
H -4.3749 -0.8505 -2.4019 0.11
H -6.4007 -1.7031 -1.3341 0.12
H -2.3151 -0.9293 -2.4790 0.11
C 5.8255 1.2502 0.3551 -0.06
H -0.1879 2.1919 0.5913 0.12
H -8.6047 -1.3379 2.4522 0.09
C 4.4294 1.7878 0.6557 -0.49
C -4.1245 0.7244 0.5663 -0.03
H 5.4209 -4.0998 0.2628 0.10
H 5.7687 -0.3938 -1.8219 0.11
H 5.7203 -0.4407 2.4458 0.12
C -6.1113 -0.6327 0.4856 -0.29
N 0.0685 0.4160 -0.4987 -0.05
C 5.5690 -2.3477 1.4853 -0.08
H 5.5476 -2.8371 -1.8540 0.10
C -0.6856 -0.6708 -1.0943 -0.10
```

Computed properties:
E_HOMO ... -7.55 eV
SMILES ... COc1ccc(N2CCN(C(=O)CNC(=O)Cc3ccccc3)CC2)cc1
Net charge ... 0
Total energy ... -32796.1771 eV
Energy above the lowest of the compared OMol25 structures with the same formula, charge and spin ... 1.167 eV
Frontier orbital gap ... 8.22 eV

---

Here is C21H25N3O4 in the gas phase from the Open Molecules 2025 dataset. Energies are from ωB97M-V/def2-TZVPD.

XYZ file:
```
53
Properties=species:S:1:pos:R:3:lowdin_charge:R:1
H -1.2606 -3.0694 -0.5503 0.12
C -0.4188 -3.3969 -1.1663 -0.16
H -0.3245 5.0204 4.8114 0.08
H 2.0794 -0.2961 2.9226 0.11
C 0.7289 2.2758 1.1924 -0.13
C -0.9224 -4.0928 -2.4348 -0.14
H -2.4069 -0.7161 -2.0570 0.12
H 2.4634 1.1546 4.7730 0.10
C 1.3914 1.3410 4.8201 -0.02
C 1.9145 -0.1918 0.8148 0.00
H -2.1436 -3.7368 -4.1798 0.13
N -2.9571 -2.7174 -2.5711 -0.10
C 0.1297 4.0558 5.0239 -0.03
H 3.2682 -1.8852 -3.6320 0.09
O -0.5394 5.1845 2.5434 0.12
H -4.2071 -4.4509 -2.6052 0.11
C 2.4295 -0.9968 -1.8634 -0.29
C -0.0363 4.0858 2.5346 -0.40
C 2.6698 -1.0168 -3.3725 0.00
H 1.0589 4.2183 5.5678 0.09
C -3.1225 -1.5112 -1.9767 -0.20
C 0.9534 2.1232 3.6211 -0.16
C -1.8079 -3.1837 -3.2970 -0.15
H -0.5474 3.4823 5.6552 0.09
H -0.0663 -4.4151 -3.0287 0.12
H 3.3927 -0.9220 -1.3418 0.16
O 0.1516 3.4920 1.3225 0.13
N -4.2497 -1.4291 -1.3286 0.06
C 1.4923 0.5510 -0.2891 -0.20
C -4.8550 -2.6332 -1.4947 -0.16
C 0.4122 2.6061 -1.2751 0.00
H 0.9658 2.3359 -2.1699 0.08
H 0.1932 -4.0996 -0.5954 0.12
H 2.3670 -1.1617 0.6829 0.11
C 0.3819 3.3499 3.7261 -0.13
C 0.8872 1.7958 -0.1095 -0.11
H 1.1725 1.8720 5.7394 0.07
H -5.8122 -2.8340 -1.0581 0.09
O 2.4011 -3.3172 -1.2053 0.08
H -1.2387 -2.3132 -3.6338 0.12
C 1.7603 -2.3204 -1.4615 -0.49
H -0.6474 2.4231 -1.4525 0.09
H 0.8809 0.3794 4.8442 0.10
N 0.4171 -2.2591 -1.4642 0.09
C -4.0701 -3.4474 -2.2585 -0.08
O 1.6178 0.1303 -1.5832 -0.04
H -0.0191 -1.3740 -1.6733 0.13
H 3.1936 -0.1142 -3.6758 0.09
H 0.5349 3.6654 -1.0670 0.09
C 1.1539 1.5452 2.3129 -0.10
H 1.7203 -1.0630 -3.9005 0.08
C 1.7462 0.2991 2.0888 -0.01
H -1.4890 -4.9772 -2.1401 0.11
```

Computed properties:
E_HOMO ... -8.38 eV
SMILES ... Cc1c(C)c2ccc(O[C@H](C)C(=O)NCCCn3ccnc3)c(C)c2oc1=O
Net charge ... 0
Total energy ... -34844.2972 eV
Energy above the lowest of the compared OMol25 structures with the same formula, charge and spin ... 1.509 eV
Frontier orbital gap ... 8.64 eV

---

Here is C21H25N3O4 in the gas phase from the Open Molecules 2025 dataset. Energies are from ωB97M-V/def2-TZVPD.

XYZ file:
```
53
Properties=species:S:1:pos:R:3:lowdin_charge:R:1
C -4.6543 -2.3732 0.3293 -0.10
C -0.7116 1.6274 0.6261 -0.32
C -4.4852 0.3144 -0.9718 -0.45
H 2.4921 -5.7534 -0.8205 0.11
H -5.9771 0.5926 0.5694 0.13
H 1.6761 0.7522 0.1324 0.10
H 0.1116 -2.4648 0.5442 0.10
H -4.0171 1.1216 1.5415 0.13
O -4.6617 0.2835 -2.1772 0.06
H 4.4853 -4.2811 -0.5678 0.12
C -0.9480 0.9245 -0.7250 -0.09
H -0.1717 1.2219 -1.4307 0.13
C 3.4952 -3.9222 -0.3332 -0.02
H -6.3406 -0.6718 -0.6326 0.13
H 5.1187 -1.6814 -0.6034 0.13
C 1.1344 -4.2245 -0.1600 -0.06
H 5.0772 3.2205 -0.5627 0.12
C 1.3046 2.8718 0.2101 -0.25
C -3.0960 0.8916 1.0030 -0.14
H -3.8348 -2.2149 -0.3813 0.09
H -2.4680 0.8313 -2.2737 0.13
H 1.2512 5.0020 0.1944 0.12
H -0.1306 0.9714 1.2901 0.15
H 3.2429 -0.2470 1.1167 0.12
H 5.0948 -2.0272 1.1388 0.13
C -5.5489 -0.2295 -0.0117 -0.13
C 1.8847 4.1362 0.0828 0.00
H -2.7347 -0.0777 1.3694 0.13
O 5.1770 0.5805 -1.2203 0.07
C -2.0535 1.9654 1.2882 -0.09
C 2.1020 1.7424 0.0761 0.03
H -2.3786 2.3811 -1.4233 0.14
O -0.0324 2.8619 0.4703 -0.02
N 4.0428 -0.3323 0.5082 0.06
C 3.3146 -2.6158 0.1132 -0.25
C 4.4871 -1.6837 0.2906 -0.12
H -1.9215 2.0710 2.3648 0.12
N 2.1169 -2.1300 0.4157 0.10
N -3.3664 0.8232 -0.4192 -0.04
H -4.3180 -3.0171 1.1399 0.09
H -0.8902 -0.1576 -0.5950 0.12
H 3.6628 5.2471 -0.2963 0.11
H 0.2439 -4.8250 -0.2569 0.10
C 4.3082 0.6630 -0.3743 -0.45
O -5.0654 -1.1656 0.9241 -0.20
C 3.4632 1.8797 -0.1857 -0.13
C -2.3089 1.2950 -1.2972 -0.12
H -2.3913 2.9264 0.8989 0.13
H -5.4845 -2.8543 -0.2004 0.09
C 4.0261 3.1385 -0.3357 -0.02
C 3.2309 4.2634 -0.1908 -0.07
C 1.0609 -2.9150 0.2807 -0.14
C 2.3859 -4.7364 -0.4722 -0.06
```

Computed properties:
E_HOMO ... -8.66 eV
SMILES ... COCC(=O)N1CCC(Oc2cccc(C(=O)NCc3ccccn3)c2)CC1
Net charge ... 0
Total energy ... -34843.4547 eV
Energy above the lowest of the compared OMol25 structures with the same formula, charge and spin ... 2.351 eV
Frontier orbital gap ... 9.11 eV